Molecular formula: C30H42AlClFN12
Method: DFT, ωB97M-V/def2-TZVPD

Structure (XYZ):
```
87
Properties=species:S:1:pos:R:3:lowdin_charge:R:1
Cl -4.198 -5.230 2.123 -0.005
Al -4.390 -3.521 0.583 -0.063
F -6.210 -3.126 0.243 -0.410
N -5.087 -2.087 -4.334 0.119
N -2.502 -11.332 2.953 0.095
N 5.851 -0.977 3.179 0.127
N 7.572 -4.292 -0.976 0.139
N -3.827 3.544 -3.605 0.125
N 0.524 6.327 3.393 0.130
N 4.306 4.287 3.173 0.129
N 2.768 1.712 0.135 0.136
N 0.173 -3.139 -0.261 0.134
N 1.160 -1.031 -4.008 0.117
N -4.801 2.342 0.099 0.126
N -1.573 7.795 -2.163 0.137
C 0.047 -0.699 -3.946 -0.263
C -0.546 8.102 -4.571 -0.068
C -3.743 5.687 -2.072 -0.082
C 1.828 -1.103 -0.509 -0.098
C 1.039 5.969 4.373 -0.257
C -3.356 -1.922 1.451 -0.222
C -3.423 -8.969 2.234 -0.094
C 9.809 -5.380 -0.105 -0.072
C 5.002 1.549 1.524 -0.081
C -5.306 -3.218 -4.170 -0.260
C -4.838 1.678 -0.856 -0.274
C 8.559 -4.773 -0.591 -0.252
C -4.120 -0.499 1.795 -0.103
C -0.864 -1.032 2.484 -0.105
C 3.043 5.582 1.256 -0.067
C -3.185 0.681 2.485 -0.114
C 0.903 -2.241 -0.371 -0.256
C -1.362 -0.278 -3.867 -0.071
C 5.999 -1.892 2.477 -0.235
C 3.749 4.859 2.327 -0.250
C -1.760 -2.220 1.768 -0.118
C -4.885 0.838 -2.064 -0.085
C 6.185 -3.051 1.587 -0.081
C 3.754 1.640 0.748 -0.243
C -1.604 0.404 2.825 -0.115
C -2.909 -10.289 2.635 -0.282
C -5.583 -4.649 -3.962 -0.076
C -1.120 7.931 -3.225 -0.236
C 1.691 5.516 5.613 -0.075
C -3.790 4.490 -2.929 -0.251
H -5.850 0.919 -2.576 0.082
H 1.661 -0.557 -1.444 0.048
H -1.916 -0.550 -4.772 0.080
H 7.118 -2.977 1.017 0.042
H -4.660 -5.235 -3.898 0.082
H 6.223 -3.990 2.149 0.085
H 5.096 0.580 2.027 0.012
H -1.454 0.807 -3.746 0.076
H -6.177 -5.069 -4.781 0.074
H -3.383 5.450 -1.066 0.089
H 10.617 -5.288 -0.839 0.082
H 5.884 1.670 0.887 0.084
H -0.938 1.226 3.343 0.057
H -1.291 -3.289 1.516 0.061
H 5.054 2.321 2.299 0.034
H -3.076 6.452 -2.483 0.005
H -4.732 6.144 -1.963 0.084
H -2.617 -8.300 1.916 0.077
H -4.111 1.123 -2.785 0.037
H 0.277 -1.235 2.731 0.067
H 9.685 -6.448 0.106 0.083
H 5.369 -3.140 0.862 0.082
H 1.380 4.503 5.887 0.086
H -0.206 9.129 -4.738 0.081
H 3.717 6.246 0.704 0.080
H -5.274 -0.302 1.579 0.087
H -3.718 -3.969 -0.805 -0.095
H 0.316 7.445 -4.729 0.084
H -1.876 -0.743 -3.020 0.083
H 2.232 6.201 1.653 0.044
H 2.599 4.895 0.529 0.080
H -4.732 -0.220 -1.827 0.071
H 2.782 5.504 5.515 0.069
H 1.713 -0.386 0.310 0.036
H -6.141 -4.823 -3.036 0.084
H 10.156 -4.906 0.819 0.081
H -4.127 -9.047 1.398 0.082
H 1.450 6.169 6.459 0.078
H -3.950 -8.473 3.056 0.073
H 2.874 -1.430 -0.508 0.071
H -1.276 7.872 -5.354 0.084
H -3.677 1.740 2.731 0.065
```

M (g/mol): 652.18
Spin multiplicity: 1
LUMO level (eV): 1.42
HOMO-LUMO gap (eV): 6.27
Strongest force on any atom (eV/A): 5.333
Total charge: -1